Here is a 13-piece molecular cluster, C58H102F36N14O28S12 overall at a distorted geometry from the Open Molecules 2025 dataset. Energies are from ωB97M-V with the def2-TZVPD basis set.

The geometry in XYZ format:
```
250
Properties=species:S:1:pos:R:3
C -10.48 -9.72 10.81
C -11.30 -9.07 9.67
C -12.41 -10.00 9.07
O -13.46 -9.40 8.25
C -13.11 -9.06 6.89
N -11.93 -7.82 10.33
H -12.58 -7.36 9.70
H -12.39 -8.13 11.17
H -11.18 -7.17 10.51
H -9.70 -9.07 11.21
H -9.95 -10.59 10.41
H -11.05 -9.93 11.71
H -10.76 -8.69 8.81
H -12.84 -10.56 9.90
H -11.81 -10.67 8.46
H -14.03 -8.70 6.43
H -12.85 -9.98 6.38
H -12.28 -8.36 6.82
C -13.16 -6.34 4.75
C -13.11 -4.93 4.32
C -11.81 -4.61 3.62
O -11.66 -5.24 2.35
C -10.44 -5.01 1.71
N -14.22 -4.77 3.30
H -15.08 -4.70 3.83
H -14.12 -3.91 2.78
H -14.27 -5.55 2.67
H -14.07 -6.65 5.25
H -12.35 -6.50 5.46
H -12.98 -6.94 3.85
H -13.18 -4.31 5.22
H -10.98 -4.98 4.22
H -11.69 -3.53 3.63
H -9.72 -5.65 2.23
H -10.14 -3.96 1.74
H -10.61 -5.37 0.70
C -5.09 -12.25 9.52
C -5.36 -11.09 10.49
C -4.15 -10.32 10.95
O -3.71 -10.99 12.08
C -2.74 -10.35 12.84
N -6.48 -10.21 9.91
H -6.87 -9.57 10.59
H -6.07 -9.78 9.09
H -7.20 -10.83 9.60
H -4.26 -12.85 9.89
H -4.83 -11.85 8.54
H -5.98 -12.86 9.39
H -5.98 -11.35 11.35
H -4.46 -9.33 11.28
H -3.41 -10.16 10.16
H -2.52 -10.88 13.77
H -3.24 -9.46 13.24
H -1.84 -10.11 12.29
C -14.17 -13.11 18.12
C -13.49 -11.89 17.52
C -12.55 -12.27 16.37
O -13.11 -13.00 15.25
C -12.19 -13.29 14.24
N -14.62 -11.10 16.81
H -15.40 -10.93 17.43
H -14.33 -10.29 16.29
H -15.15 -11.68 16.17
H -14.82 -13.63 17.41
H -14.70 -12.71 18.98
H -13.48 -13.84 18.52
H -13.15 -11.24 18.33
H -11.62 -12.75 16.65
H -12.17 -11.32 16.01
H -11.23 -13.63 14.62
H -11.99 -12.32 13.77
H -12.61 -13.88 13.43
C -9.75 -9.93 3.02
C -9.82 -9.50 1.59
C -8.39 -9.15 1.00
N -8.29 -8.99 -0.55
C -8.43 -10.41 -1.16
C -8.38 -10.31 -2.68
C -7.04 -9.75 -3.10
C -6.76 -8.37 -2.41
C -6.87 -8.43 -0.87
C -9.39 -7.98 -0.94
H -10.68 -9.61 3.50
H -9.09 -9.32 3.62
H -9.54 -10.99 3.19
H -10.43 -8.59 1.60
H -10.34 -10.29 1.04
H -7.67 -9.94 1.23
H -8.04 -8.19 1.37
H -7.61 -11.02 -0.77
H -9.39 -10.78 -0.82
H -8.62 -11.29 -3.10
H -9.10 -9.61 -3.10
H -6.21 -10.45 -3.07
H -7.00 -9.51 -4.16
H -5.77 -8.00 -2.66
H -7.34 -7.57 -2.88
H -6.07 -9.08 -0.51
H -6.86 -7.43 -0.44
H -9.26 -7.61 -1.96
H -9.23 -7.20 -0.20
H -10.35 -8.46 -0.77
C -19.52 -8.94 9.48
C -18.84 -9.97 8.54
C -17.52 -10.57 9.07
N -16.92 -11.82 8.35
C -15.63 -12.16 9.18
C -15.04 -13.48 8.62
C -16.04 -14.56 8.83
C -17.43 -14.44 8.11
C -17.92 -13.04 8.44
C -16.56 -11.49 6.89
H -20.24 -8.26 9.04
H -18.82 -8.35 10.08
H -20.05 -9.56 10.20
H -18.71 -9.41 7.61
H -19.51 -10.80 8.32
H -17.69 -10.86 10.11
H -16.70 -9.86 8.96
H -15.74 -12.25 10.26
H -14.85 -11.43 8.96
H -14.21 -13.70 9.30
H -14.63 -13.37 7.61
H -16.27 -14.58 9.90
H -15.63 -15.53 8.57
H -18.03 -15.32 8.37
H -17.21 -14.45 7.04
H -18.18 -13.05 9.50
H -18.78 -12.73 7.85
H -17.44 -10.99 6.50
H -16.40 -12.40 6.32
H -15.64 -10.89 6.89
C -13.31 -4.65 12.49
N -13.05 -4.47 13.92
C -14.10 -4.65 14.77
C -13.98 -4.30 16.14
C -12.77 -3.76 16.62
C -11.70 -3.70 15.71
C -11.84 -4.05 14.37
C -12.67 -3.19 17.97
C -13.70 -2.40 18.45
C -13.65 -1.79 19.68
N -12.52 -1.89 20.43
C -11.46 -2.65 20.04
C -11.54 -3.28 18.77
C -12.39 -1.09 21.65
H -12.96 -5.63 12.16
H -12.82 -3.97 11.80
H -14.37 -4.50 12.33
H -15.03 -4.95 14.33
H -14.84 -4.38 16.79
H -10.78 -3.19 15.95
H -11.05 -3.85 13.66
H -14.57 -2.25 17.84
H -14.48 -1.22 20.07
H -10.53 -2.54 20.60
H -10.62 -3.70 18.39
H -12.18 -1.75 22.49
H -13.37 -0.65 21.85
H -11.50 -0.46 21.61
C -16.79 -8.14 4.71
F -15.86 -9.12 4.42
F -17.92 -8.75 5.09
F -16.31 -7.24 5.61
S -17.12 -7.27 3.02
O -18.12 -8.04 2.27
O -17.45 -5.87 3.28
N -15.47 -7.24 2.39
S -15.35 -8.50 1.62
O -16.10 -9.73 1.85
O -15.35 -8.24 0.17
C -13.48 -8.90 1.98
F -13.18 -9.97 1.15
F -12.74 -7.87 1.71
F -13.31 -9.30 3.29
C -13.81 -12.73 3.59
F -12.92 -12.02 4.31
F -14.97 -12.16 3.78
F -13.55 -12.65 2.26
S -13.79 -14.60 3.97
O -12.42 -15.11 3.71
O -14.22 -14.75 5.37
N -14.97 -15.09 2.85
S -14.70 -16.55 2.65
O -13.75 -16.85 1.55
O -14.53 -17.36 3.88
C -16.45 -17.21 1.96
F -16.72 -16.74 0.74
F -16.40 -18.54 1.92
F -17.35 -16.81 2.78
C -6.88 -6.74 9.86
F -6.77 -5.51 9.31
F -7.59 -7.52 9.04
F -5.67 -7.20 10.02
S -7.73 -6.76 11.63
O -7.12 -5.65 12.41
O -9.16 -6.72 11.30
N -7.19 -8.30 12.12
S -7.36 -8.41 13.64
O -6.17 -8.30 14.37
O -8.54 -7.70 14.17
C -7.79 -10.26 13.88
F -6.82 -11.02 13.30
F -7.91 -10.42 15.17
F -8.97 -10.41 13.28
C -15.81 -9.88 13.12
F -15.14 -10.85 12.47
F -16.81 -9.42 12.37
F -16.28 -10.35 14.25
S -14.54 -8.40 13.52
O -13.65 -8.47 12.38
O -15.24 -7.12 13.71
N -13.80 -8.91 14.96
S -12.34 -8.38 14.80
O -11.51 -9.43 14.21
O -12.10 -7.08 14.16
C -11.63 -8.05 16.59
F -11.92 -9.10 17.39
F -10.28 -8.02 16.53
F -12.19 -6.95 17.09
C -10.62 -5.42 7.80
F -9.61 -5.48 8.64
F -10.21 -4.93 6.64
F -11.05 -6.66 7.55
S -12.04 -4.39 8.61
O -11.42 -3.71 9.76
O -12.52 -3.41 7.66
N -13.17 -5.59 9.12
S -14.54 -5.00 8.74
O -14.83 -3.77 9.48
O -14.82 -4.93 7.29
C -15.82 -6.32 9.41
F -15.46 -6.84 10.61
F -16.98 -5.83 9.75
F -15.88 -7.39 8.58
C -9.80 -13.44 11.74
F -10.29 -14.61 12.25
F -10.80 -12.68 11.44
F -9.04 -12.79 12.55
S -8.69 -13.87 10.20
O -7.42 -14.33 10.84
O -9.39 -15.01 9.55
N -8.40 -12.39 9.30
S -9.00 -12.73 7.92
O -8.16 -13.72 7.14
O -10.44 -12.86 7.84
C -8.57 -11.07 7.00
F -9.22 -10.00 7.52
F -7.25 -10.75 6.89
F -9.05 -11.19 5.78
```

Computed properties:
Strongest force on any atom = 0.1894 Eh/bohr
Charge = +2
Orbital gap = 0.099 Eh

These are the Löwdin partial charges, in e, on atoms 1 to 2: -0.021 -0.238



Here is a 7-piece molecular cluster, C58H120N6O9 overall at a distorted geometry from the Open Molecules 2025 dataset. Energies are from ωB97M-V with the def2-TZVPD basis set.

The geometry in XYZ format:
```
193
Properties=species:S:1:pos:R:3
C 3.90 6.36 0.75
C 2.93 5.23 0.41
C 3.67 3.80 0.80
C 1.68 5.48 1.28
C 0.75 6.60 0.73
C 0.31 6.11 -0.71
C 1.46 5.88 -1.68
C 0.91 5.18 -2.94
C 2.02 7.28 -2.06
N 2.53 5.07 -1.06
O 3.58 4.86 -1.85
H 3.52 7.32 0.38
H 3.99 6.64 1.79
H 4.91 6.18 0.39
H 3.85 3.73 1.87
H 3.09 2.98 0.39
H 4.65 3.84 0.30
H 1.19 4.51 1.29
H 1.87 5.78 2.31
H -0.15 6.68 1.35
H 1.24 7.57 0.67
H -0.31 6.94 -1.04
H -0.33 5.24 -0.60
H 0.50 4.21 -2.68
H 1.66 5.00 -3.72
H 0.09 5.77 -3.33
H 2.30 7.93 -1.24
H 1.27 7.87 -2.59
H 2.95 7.24 -2.63
H 3.43 4.03 -2.31
C 1.88 3.93 7.82
C 0.81 4.62 7.01
C 0.34 5.99 7.70
C 1.32 5.05 5.57
C 1.43 3.85 4.63
C 0.15 3.06 4.49
C -0.57 2.68 5.93
C -2.07 2.55 5.60
C -0.02 1.40 6.41
N -0.44 3.81 6.84
O -1.12 3.51 8.07
H 2.82 4.48 7.77
H 1.62 3.73 8.86
H 2.24 3.02 7.35
H -0.41 6.45 7.06
H -0.06 5.72 8.68
H 1.20 6.65 7.78
H 0.81 5.86 5.05
H 2.35 5.41 5.65
H 1.75 4.18 3.64
H 2.24 3.19 4.95
H 0.38 2.10 4.05
H -0.61 3.42 3.79
H -2.31 3.48 5.10
H -2.74 2.51 6.46
H -2.33 1.68 4.99
H 0.83 1.56 7.08
H 0.53 0.76 5.71
H -0.66 0.72 6.97
H -1.99 3.83 7.84
C -1.09 0.03 -1.12
C -0.57 0.70 0.14
C 0.91 1.03 0.00
C -1.40 2.03 0.33
C -2.85 1.88 0.74
C -2.90 1.12 2.02
C -2.18 -0.26 2.01
C -1.96 -0.60 3.52
C -3.06 -1.31 1.34
N -0.81 -0.16 1.38
O -0.11 -1.32 1.28
H -0.70 -0.94 -1.42
H -2.16 -0.11 -1.02
H -0.93 0.60 -2.04
H 1.24 1.74 0.75
H 1.53 0.13 0.07
H 1.08 1.35 -1.03
H -0.94 2.77 0.99
H -1.33 2.58 -0.61
H -3.21 2.91 0.81
H -3.45 1.35 0.00
H -3.91 0.90 2.35
H -2.53 1.83 2.77
H -1.80 -1.67 3.60
H -2.89 -0.38 4.05
H -1.18 -0.08 4.09
H -3.81 -1.57 2.09
H -2.53 -2.26 1.22
H -3.54 -0.99 0.42
H 0.74 -0.99 1.57
C 4.68 1.78 -2.83
C 4.59 0.39 -3.45
C 5.62 -0.57 -2.76
C 3.20 -0.19 -3.09
C 2.03 0.35 -3.86
C 2.30 0.19 -5.37
C 3.65 0.76 -5.91
C 3.89 0.19 -7.29
C 3.68 2.34 -6.05
N 4.72 0.35 -4.94
O 6.00 0.67 -5.34
H 4.57 1.74 -1.75
H 5.62 2.24 -3.15
H 4.02 2.55 -3.25
H 5.48 -1.64 -2.92
H 6.67 -0.42 -3.02
H 5.51 -0.27 -1.72
H 3.18 -1.28 -3.13
H 2.92 0.14 -2.09
H 1.15 -0.24 -3.58
H 1.86 1.41 -3.64
H 1.46 0.67 -5.85
H 2.07 -0.84 -5.64
H 3.10 0.44 -8.01
H 4.03 -0.88 -7.24
H 4.84 0.58 -7.65
H 3.33 2.87 -5.17
H 3.16 2.56 -6.98
H 4.72 2.66 -6.17
H 6.44 -0.17 -5.45
C -6.08 -0.31 -0.65
C -7.17 -1.31 -1.10
C -8.44 -0.79 -0.39
C -7.40 -1.20 -2.60
C -6.32 -1.87 -3.43
C -6.31 -3.39 -3.08
C -6.01 -3.59 -1.54
C -6.34 -5.09 -1.33
C -4.50 -3.34 -1.37
N -6.97 -2.75 -0.72
O -7.14 -3.06 0.61
H -5.13 -0.41 -1.17
H -6.47 0.70 -0.69
H -5.83 -0.50 0.40
H -8.83 0.12 -0.86
H -9.25 -1.51 -0.49
H -8.26 -0.61 0.67
H -8.30 -1.74 -2.91
H -7.67 -0.18 -2.89
H -6.57 -1.61 -4.46
H -5.36 -1.37 -3.27
H -5.49 -3.83 -3.65
H -7.22 -3.89 -3.39
H -7.37 -5.28 -1.63
H -6.27 -5.44 -0.30
H -5.67 -5.67 -1.96
H -3.97 -4.08 -1.97
H -4.09 -3.42 -0.36
H -4.17 -2.39 -1.79
H -7.97 -3.55 0.60
C 2.18 -7.30 -3.15
C 2.87 -6.63 -1.95
C 3.14 -7.66 -0.82
C 4.17 -6.07 -2.58
C 4.82 -5.06 -1.73
C 3.91 -3.91 -1.46
C 2.49 -4.25 -0.87
C 2.51 -4.37 0.63
C 1.53 -3.04 -1.21
N 2.00 -5.54 -1.52
O 0.67 -5.99 -1.11
H 2.07 -6.66 -4.03
H 2.68 -8.24 -3.39
H 1.23 -7.66 -2.76
H 3.58 -7.27 0.09
H 2.17 -7.98 -0.42
H 3.76 -8.43 -1.28
H 4.78 -6.94 -2.82
H 3.97 -5.61 -3.55
H 5.19 -5.54 -0.82
H 5.76 -4.65 -2.11
H 3.68 -3.41 -2.40
H 4.56 -3.24 -0.89
H 2.77 -3.42 1.10
H 3.26 -5.07 1.01
H 1.58 -4.56 1.16
H 0.49 -3.20 -0.92
H 1.52 -2.95 -2.30
H 1.92 -2.09 -0.85
H 0.22 -6.03 -1.96
C -3.95 -5.30 2.20
C -2.78 -5.68 1.24
C -1.38 -5.11 1.51
O -0.62 -6.25 1.86
C -1.32 -7.34 1.78
O -0.95 -8.47 2.14
O -2.60 -7.04 1.47
H -4.36 -4.36 1.82
H -3.76 -4.96 3.22
H -4.84 -5.89 2.02
H -3.00 -5.53 0.19
H -1.41 -4.47 2.40
H -0.96 -4.60 0.64
```

Computed properties:
Strongest force on any atom = 0.1009 Eh/bohr
ΔE to the lowest compared entry with this formula, charge and spin = 0.00 kcal per mole
Orbital gap = 0.309 Eh
SMILES string = CC1(C)CCCC(C)(C)N1O.CC1(C)CCCC(C)(C)N1O.CC1(C)CCCC(C)(C)N1O.CC1(C)CCCC(C)(C)N1O.CC1(C)CCCC(C)(C)N1O.CC1(C)CCCC(C)(C)N1O.C[C@H]1COC(=O)O1

These are the Löwdin partial charges, in e, on atoms 1 to 2: -0.046 -0.407